No. 1
130
Properties=species:S:1:pos:R:3:lowdin_charge:R:1 method="wB97M-V/def2-TZVPD" s_squared=0.76 total_energy_ha=-2696.45789 charge=+1 multiplicity=2 lumo_ha="-0.076 / -0.242"
C -0.9402 0.0924 -1.3960 0.00
C -0.0311 -0.3347 -0.3128 -0.49
O -0.4320 -0.8865 0.7089 0.02
C 1.4124 -0.0899 -0.4777 -0.02
H -2.0010 0.0052 -1.1612 0.08
H -0.7387 -0.4957 -2.2913 0.08
H -0.6917 1.1332 -1.6040 0.08
H 1.9298 -0.1473 0.4800 0.06
H 1.4234 0.8972 -0.9400 0.07
H 1.9504 -0.8617 -1.0281 0.10
C 4.7884 -1.0078 0.3558 -0.01
C 6.1708 -1.4663 0.7113 -0.54
O 6.3111 -2.4118 1.4900 0.01
N 7.1836 -0.6811 0.2564 0.02
C 8.6056 -0.9666 0.5503 -0.05
H 4.7868 -0.6337 -0.6680 0.07
H 4.4364 -0.1604 0.9441 0.08
H 4.1341 -1.8787 0.3950 0.07
H 6.9895 0.1811 -0.2325 0.09
H 8.7811 -0.6929 1.5907 0.08
H 9.2166 -0.2824 -0.0385 0.08
H 8.8583 -2.0102 0.3631 0.09
C -2.2013 2.0125 2.3761 -0.01
C -3.6498 2.4069 2.2344 -0.56
O -3.9229 3.4522 1.6101 0.01
N -4.4970 1.6417 2.8896 0.04
C -5.9916 1.7648 2.8354 -0.03
H -2.1951 0.9275 2.2725 0.05
H -1.8813 2.2897 3.3805 0.08
H -1.5438 2.4526 1.6263 0.08
H -4.2303 0.7428 3.2650 0.08
H -6.4077 1.0775 2.0988 0.07
H -6.3319 2.7446 2.5003 0.08
H -6.4111 1.5461 3.8174 0.08
C 5.6647 3.7635 0.3863 0.02
C 5.1234 2.5487 -0.4063 -0.55
O 5.8946 1.7826 -0.9220 0.03
N 3.8160 2.4738 -0.6836 0.04
C 2.8790 3.5978 -0.5208 -0.06
H 5.1771 3.9535 1.3424 0.07
H 5.4643 4.7174 -0.1016 0.08
H 6.7091 3.5699 0.6312 0.09
H 3.4986 1.6181 -1.1163 0.09
H 1.9619 3.2901 -1.0231 0.07
H 3.2135 4.5491 -0.9347 0.09
H 2.6249 3.7446 0.5290 0.07
C 4.0793 -5.1154 1.4601 0.01
C 2.9139 -4.2186 1.7070 -0.54
O 1.8673 -4.5048 1.0885 -0.03
N 3.0072 -3.2190 2.5977 0.05
C 1.8837 -2.3301 2.9295 -0.04
H 4.8679 -4.4440 1.1202 0.07
H 3.8640 -5.8074 0.6460 0.09
H 4.4640 -5.6307 2.3403 0.09
H 3.9531 -2.9521 2.8304 0.14
H 1.9119 -1.8797 3.9217 0.09
H 0.8699 -2.6946 2.7635 0.06
H 2.1256 -1.4214 2.3783 0.06
C -3.3908 0.5638 -4.3156 0.02
C -2.1507 0.1161 -5.1803 -0.55
O -1.3305 -0.6214 -4.6552 0.00
N -2.0448 0.6635 -6.3646 0.01
C -0.9454 0.4786 -7.2379 -0.07
H -3.2822 1.6459 -4.2427 0.05
H -3.3924 0.1468 -3.3086 0.05
H -4.3583 0.3511 -4.7703 0.08
H -2.7774 1.3131 -6.6124 0.15
H -0.6239 1.5032 -7.4243 0.09
H -1.2249 -0.0791 -8.1317 0.09
H -0.0062 0.0758 -6.8589 0.09
N -5.9630 -3.2509 -2.5996 0.00
C -7.0017 -3.0619 -1.7452 -0.12
C -6.5720 -2.1286 -0.8747 -0.16
C -5.2919 -1.7221 -1.2027 -0.13
C -4.9079 -2.4388 -2.3388 -0.11
H -5.8497 -3.9909 -3.2777 0.16
H -7.9236 -3.6130 -1.8589 0.12
H -7.2031 -1.7330 -0.0927 0.10
H -4.6849 -0.9819 -0.7026 0.08
H -4.0972 -2.3511 -3.0470 0.11
N -0.5516 -5.1404 2.4676 0.11
C -0.9289 -6.1675 3.2854 0.02
C -2.2018 -5.9440 3.6552 -0.03
C -2.6598 -4.7952 2.9964 0.03
C -1.5636 -4.2773 2.2907 0.04
H 0.3703 -5.0218 2.0724 0.10
H -0.1918 -6.8983 3.5837 0.16
H -2.8354 -6.5104 4.3217 0.13
H -3.6681 -4.4370 3.1428 0.12
H -1.4721 -3.3987 1.6693 0.14
N 1.2202 1.3335 -4.1482 0.03
C 2.1004 0.3877 -3.6628 -0.14
C 3.3280 0.9809 -3.6883 -0.14
C 3.1860 2.2740 -4.1726 -0.12
C 1.8661 2.4945 -4.3981 -0.15
H 0.2332 1.1318 -4.2197 0.11
H 1.7899 -0.6009 -3.3583 0.11
H 4.2492 0.4981 -3.3971 0.10
H 3.9815 3.0017 -4.2358 0.10
H 1.3296 3.3758 -4.7175 0.10
N 1.0295 2.1898 4.5584 0.03
C 1.2803 1.8574 3.2504 -0.14
C 2.6005 2.1558 2.9227 -0.12
C 3.1434 2.7591 4.0366 -0.10
C 2.1240 2.7822 4.9798 -0.17
H 0.1735 2.1344 5.0916 0.16
H 0.5169 1.4256 2.6203 0.08
H 3.0367 2.0745 1.9381 0.07
H 4.1214 3.2005 4.1601 0.10
H 2.0884 3.1578 5.9918 0.12
N -4.8195 -1.6946 2.4860 0.03
C -5.4932 -1.6325 3.6588 -0.12
C -4.5427 -1.3747 4.6646 -0.09
C -3.2486 -1.4117 4.0536 -0.10
C -3.4990 -1.5251 2.7137 -0.21
H -5.1952 -1.7603 1.5508 0.12
H -6.5544 -1.7874 3.7864 0.12
H -4.7655 -1.4409 5.7193 0.10
H -2.3249 -1.2668 4.5941 0.10
H -2.8569 -1.4414 1.8493 0.10
N -1.3448 4.1015 -1.9541 0.01
C -2.7162 3.9699 -2.0422 -0.15
C -3.1541 4.2488 -3.2895 -0.12
C -1.9497 4.4856 -4.0696 -0.09
C -0.8781 4.5565 -3.1583 -0.14
H -0.7911 3.9567 -1.1219 0.14
H -3.3122 3.6416 -1.2036 0.10
H -4.1889 4.2730 -3.5978 0.10
H -1.9372 4.7360 -5.1201 0.08
H 0.1846 4.7057 -3.2795 0.09

***

No. 2
128
Properties=species:S:1:pos:R:3:lowdin_charge:R:1 method="wB97M-V/def2-TZVPD" total_energy_ha=-5402.05629 charge=+2 lumo_ha=-0.270
O 1.8177 -5.7797 0.9226 -0.39
S 2.8408 -6.0134 -0.1865 0.81
O 2.0689 -6.6166 -1.3526 -0.39
C 3.5080 -4.3431 -0.7630 -0.17
N 2.3564 -3.3971 -0.6052 -0.10
C 2.1858 -2.5068 0.5109 0.09
C 0.9457 -1.5528 0.6812 0.08
C -0.1485 -1.5807 -0.4182 -0.08
C -1.4924 -0.7447 -0.4286 -0.09
C -2.0860 -0.1525 -1.7654 0.06
C -3.4433 0.6290 -1.7314 0.06
N -4.1608 0.7935 -0.4783 -0.07
C -5.4897 1.5233 -0.5210 -0.12
C -6.6626 0.4912 -0.9395 -0.21
C -6.5025 -0.9812 -0.3086 -0.54
Br -5.4270 -2.2216 -1.4816 0.58
C -3.6389 0.2845 0.7792 0.04
C -2.3117 -0.5027 0.8796 0.06
C 0.1021 -2.5411 -1.6492 0.08
C 1.3725 -3.4281 -1.6911 0.07
H 3.8594 -6.8614 0.2694 0.10
H 4.4440 -4.0206 -0.1838 0.14
H 3.8399 -4.4237 -1.8669 0.12
H 2.9642 -2.4941 1.3496 0.13
H 0.8235 -0.8579 1.5935 0.13
H -1.5360 -0.2883 -2.7630 0.12
H -3.9387 1.0706 -2.6759 0.14
H -5.7250 2.0736 0.4512 0.15
H -5.4116 2.2894 -1.3846 0.11
H -7.7176 0.8737 -0.7142 0.13
H -6.5986 0.3921 -2.0900 0.10
H -7.5581 -1.4508 -0.2580 0.08
H -6.0790 -0.9635 0.7687 0.07
H -4.2346 0.4715 1.7498 0.16
H -1.8883 -0.9365 1.8437 0.12
H -0.6830 -2.5531 -2.4732 0.12
H 1.5299 -4.1388 -2.5794 0.16
C 7.5423 -4.1214 -3.9390 -0.16
C 8.0395 -5.4498 -3.4128 -0.16
C 7.3863 -5.5137 -2.0468 -0.20
O 6.1463 -4.7939 -2.1452 -0.19
C 6.1324 -4.0699 -3.3859 -0.21
H 7.5756 -4.0394 -5.0264 0.12
H 8.1399 -3.3076 -3.5156 0.12
H 7.6653 -6.2620 -4.0444 0.12
H 9.1269 -5.5257 -3.3683 0.13
H 8.0015 -5.0189 -1.2881 0.12
H 7.1914 -6.5389 -1.7228 0.11
H 5.4244 -4.5691 -4.0571 0.12
H 5.7865 -3.0475 -3.2119 0.12
C 6.0839 -2.9697 4.5766 -0.15
C 4.8573 -3.7285 5.0291 -0.15
C 3.8330 -3.3259 3.9874 -0.20
O 4.5547 -3.0797 2.7688 -0.20
C 5.9600 -3.0364 3.0678 -0.19
H 7.0208 -3.3902 4.9448 0.13
H 6.0200 -1.9291 4.9115 0.11
H 5.0455 -4.8057 4.9710 0.12
H 4.5450 -3.4910 6.0472 0.12
H 3.3235 -2.3975 4.2685 0.11
H 3.0795 -4.0996 3.8189 0.12
H 6.4149 -3.9513 2.6725 0.10
H 6.4161 -2.1777 2.5699 0.12
C -6.5633 6.8307 -1.6698 -0.17
C -7.7254 6.3828 -0.8116 -0.15
C -7.5734 4.8747 -0.8347 -0.20
O -6.1698 4.6002 -0.9683 -0.21
C -5.4925 5.8228 -1.3031 -0.19
H -6.2569 7.8613 -1.4899 0.11
H -6.8239 6.7305 -2.7291 0.12
H -7.5970 6.7557 0.2097 0.12
H -8.6968 6.7182 -1.1776 0.12
H -8.0845 4.4368 -1.6995 0.11
H -7.9558 4.4005 0.0728 0.12
H -4.9295 6.1456 -0.4210 0.12
H -4.7881 5.6420 -2.1190 0.12
C -5.8933 2.9130 -6.0172 -0.16
C -6.4140 3.8772 -4.9732 -0.16
C -6.4779 3.0021 -3.7376 -0.20
O -5.4349 2.0211 -3.8690 -0.21
C -4.9271 2.0667 -5.2128 -0.19
H -5.4210 3.4022 -6.8703 0.12
H -6.7139 2.2913 -6.3897 0.12
H -5.6908 4.6856 -4.8218 0.12
H -7.3763 4.3237 -5.2283 0.13
H -7.4332 2.4693 -3.6766 0.13
H -6.3351 3.5684 -2.8137 0.08
H -3.9321 2.5242 -5.1795 0.12
H -4.8309 1.0515 -5.6048 0.12
C 4.9044 1.3395 7.1416 -0.18
C 3.7438 0.8954 8.0022 -0.18
C 3.8884 -0.6131 7.9729 -0.21
O 5.2879 -0.8947 7.8337 -0.15
C 5.9700 0.3237 7.5013 -0.20
H 5.2183 2.3685 7.3239 0.12
H 4.6393 1.2445 6.0827 0.11
H 3.8779 1.2636 9.0243 0.12
H 2.7722 1.2376 7.6410 0.11
H 3.3717 -1.0455 7.1081 0.10
H 3.5072 -1.0883 8.8797 0.12
H 6.5380 0.6402 8.3823 0.12
H 6.6699 0.1415 6.6825 0.11
C -6.6243 12.0410 -2.9753 -0.17
C -7.4843 11.4125 -4.0487 -0.17
C -7.3916 9.9391 -3.7051 -0.21
O -7.2192 9.8540 -2.2833 -0.17
C -6.9259 11.1646 -1.7762 -0.20
H -6.8434 13.0950 -2.7978 0.12
H -5.5672 11.9518 -3.2472 0.12
H -8.5185 11.7562 -3.9436 0.12
H -7.1525 11.6348 -5.0642 0.12
H -6.5185 9.4749 -4.1771 0.12
H -8.2844 9.3826 -4.0006 0.12
H -7.8102 11.5205 -1.2372 0.12
H -6.0897 11.1093 -1.0754 0.12
C 6.6923 -8.3134 1.4009 -0.18
C 6.7338 -6.8513 1.7862 -0.20
C 7.4510 -6.8965 3.1212 -0.21
O 8.3418 -8.0168 3.0742 -0.12
C 8.0236 -8.8137 1.9250 -0.19
H 6.5649 -8.4832 0.3296 0.11
H 5.8716 -8.8129 1.9269 0.12
H 7.3331 -6.2930 1.0586 0.11
H 5.7475 -6.3835 1.8475 0.09
H 6.7480 -7.0611 3.9450 0.12
H 8.0179 -5.9845 3.3242 0.12
H 8.8199 -8.6700 1.1869 0.12
H 7.9950 -9.8685 2.2053 0.13

***

No. 3
136
Properties=species:S:1:pos:R:3:lowdin_charge:R:1 method="wB97M-V/def2-TZVPD" s_squared=2.01 total_energy_ha=-4451.81757 charge=0 multiplicity=3 lumo_ha="0.003 / -0.004"
C -0.2930 -5.2828 -1.1095 -0.10
C -0.3733 -5.4905 -2.6513 -0.22
C -1.3710 -4.4635 -3.2777 -0.21
C -0.6720 -3.4274 -4.1774 -0.16
C 0.4187 -2.5888 -3.4739 -0.19
C -0.0468 -1.1535 -3.0918 -0.32
N -1.0780 -1.4523 -2.1068 0.23
C -2.2654 -1.4182 -2.3641 -0.32
O -3.3949 -1.2143 -2.5529 0.20
O -0.4035 -0.6764 -4.3890 -0.12
C -1.2935 0.2139 -4.9296 -0.97
S -1.8212 1.7402 -4.0453 0.89
Cl -0.4372 0.8649 -6.4499 0.70
C -2.5738 -0.4350 -5.5217 -0.14
B -3.7455 0.6368 -5.7768 -0.74
O -3.6741 1.5316 -6.8274 0.13
O -4.8375 0.6278 -4.9183 0.13
C 1.1053 -0.2271 -2.5040 -0.26
C 1.8073 0.6179 -3.6344 -0.13
C 2.7112 -0.0812 -4.6330 -0.19
C 3.0806 0.7929 -5.8733 -0.21
C 2.8803 2.3001 -5.7359 -0.27
C 3.7644 2.9888 -4.6614 -0.09
O 0.3651 0.9283 -1.9257 -0.14
C -0.3979 1.0007 -0.7713 -0.54
N -0.1363 2.3616 -0.1959 0.15
C 0.3074 3.1668 -0.9992 -0.34
O 0.6458 3.9653 -1.7688 0.19
N -0.1381 -0.0636 0.2557 0.09
C -0.1777 0.3390 1.4040 -0.84
S 0.2524 0.8643 2.8177 0.75
N -1.8588 0.9778 -0.9595 0.01
C -2.6594 2.0384 -0.3628 -0.23
C -4.1534 1.6228 -0.5314 -0.22
C -5.0081 2.8939 -0.3477 -0.10
C 2.2660 -0.6197 -1.5530 -0.47
I 2.7872 0.8925 -0.0641 1.24
C 3.2009 -1.5822 -1.4695 -0.76
C 4.2747 -1.7138 -0.4100 -0.30
I 3.5183 -3.1290 -2.8815 1.05
H 0.7541 -5.2846 -0.7970 0.06
H -0.7376 -4.3353 -0.8078 0.05
H -0.7990 -6.1025 -0.5983 0.07
H 0.6096 -5.2414 -3.0558 0.08
H -0.6859 -6.4970 -2.9133 0.10
H -2.0411 -4.0337 -2.5333 0.09
H -2.0141 -5.0485 -3.9474 0.10
H -0.2026 -4.0074 -4.9766 0.12
H -1.4421 -2.8322 -4.6712 0.10
H 1.1597 -2.4395 -4.2519 0.04
H 0.7445 -3.1347 -2.5958 0.05
H -1.0301 2.7042 -4.5512 -0.09
H -2.2895 -0.8932 -6.4744 0.10
H -2.9579 -1.2431 -4.8982 0.09
H -3.5566 1.0502 -7.6538 0.10
H -4.7348 1.3019 -4.2378 0.08
H 1.0883 1.3188 -4.0500 0.08
H 2.4507 1.2618 -3.0263 0.09
H 2.3686 -1.0369 -5.0251 0.08
H 3.6653 -0.2922 -4.1420 0.08
H 2.4888 0.4539 -6.7284 0.08
H 4.1196 0.5918 -6.1508 0.11
H 3.1493 2.7470 -6.6987 0.10
H 1.8339 2.5674 -5.5883 0.07
H 4.1937 2.2822 -3.9506 0.07
H 3.1351 3.6751 -4.0886 0.07
H 4.5368 3.5905 -5.1386 0.07
H -2.2085 0.1247 -0.5444 0.08
H -2.5850 2.9983 -0.8727 0.11
H -2.5473 2.1480 0.7235 0.12
H -4.4023 0.9402 0.2863 0.09
H -4.3072 1.1641 -1.5064 0.09
H -5.0664 3.4390 -1.2919 0.07
H -5.9975 2.6854 0.0569 0.07
H -4.5099 3.5683 0.3563 0.07
H 4.8089 -2.6579 -0.5179 0.02
H 5.0292 -0.9320 -0.4997 0.05
H 3.8408 -1.7383 0.5898 0.06
C 4.1788 5.7910 4.1713 -0.03
C 3.6424 4.3631 3.9592 -0.49
C 3.4913 3.6483 5.3053 -0.13
C 4.8141 3.1735 5.9009 -0.17
C 5.5746 2.3219 4.8876 -0.13
C 5.7953 3.0376 3.5530 -0.49
N 4.5249 3.6140 3.0145 -0.06
O 3.8350 2.6615 2.4667 -0.11
C 6.8636 4.1360 3.7352 -0.04
C 6.4092 2.0577 2.5543 -0.04
C 2.2493 4.5706 3.3647 -0.04
H 5.1635 5.8346 4.6287 0.06
H 4.2246 6.3308 3.2245 0.09
H 3.5141 6.3416 4.8378 0.09
H 2.8383 2.7778 5.1805 0.12
H 2.9855 4.3102 6.0110 0.12
H 5.4160 4.0269 6.2250 0.10
H 4.6180 2.5823 6.7978 0.11
H 6.5407 2.0266 5.3027 0.13
H 5.0148 1.3962 4.7184 0.13
H 6.8730 4.8184 2.8842 0.10
H 7.8540 3.6866 3.8055 0.08
H 6.7419 4.7180 4.6461 0.06
H 5.7966 1.1680 2.4147 0.07
H 7.3804 1.7242 2.9185 0.09
H 6.5572 2.5298 1.5812 0.09
H 2.3059 5.0247 2.3741 0.09
H 1.6747 5.2376 4.0074 0.09
H 1.6907 3.6395 3.2806 0.05
C -6.3286 -2.8350 4.3246 -0.03
C -5.3009 -3.8769 3.8445 -0.49
C -4.2931 -4.1786 4.9585 -0.13
C -3.2472 -3.0830 5.1536 -0.17
C -2.5538 -2.7704 3.8301 -0.13
C -3.5371 -2.4057 2.7166 -0.48
N -4.6377 -3.4090 2.5904 -0.07
O -4.1904 -4.4417 1.9405 -0.02
C -4.1051 -0.9959 2.9868 -0.03
C -2.7756 -2.2700 1.4029 -0.04
C -6.1324 -5.1343 3.5936 -0.05
H -5.8986 -1.8725 4.5881 0.06
H -7.0903 -2.6646 3.5626 0.09
H -6.8302 -3.1952 5.2236 0.09
H -3.7726 -5.1146 4.7308 0.12
H -4.8289 -4.3476 5.8949 0.12
H -3.7086 -2.1856 5.5749 0.10
H -2.5049 -3.4138 5.8829 0.11
H -1.8429 -1.9517 3.9678 0.12
H -1.9652 -3.6427 3.5275 0.13
H -4.9769 -0.7985 2.3602 0.09
H -3.3542 -0.2386 2.7544 0.08
H -4.3780 -0.8251 4.0257 0.06
H -2.2238 -3.1716 1.1404 0.08
H -2.0446 -1.4687 1.4812 0.05
H -3.4532 -2.0298 0.5779 0.09
H -6.8279 -4.9891 2.7657 0.09
H -6.7149 -5.3692 4.4845 0.09
H -5.5140 -6.0020 3.3713 0.08